Computed, not measured: 14 unconnected molecules or ions with the total composition C56H154N14O14 at a distorted geometry, with ωB97M-V/def2-TZVPD.

Each line ends with the Löwdin charge.
Atoms and positions in Å:
O: 6.04 -7.83 -4.50  -0.195
O: -8.76 -5.32 3.94  -0.162
O: 2.47 5.78 -4.58  -0.211
O: 7.43 0.83 -4.17  -0.181
O: 3.13 3.84 6.62  -0.205
O: -8.41 -2.36 -2.30  -0.244
O: -2.62 -7.47 -1.13  -0.194
O: -3.32 7.93 -4.87  -0.185
O: -2.52 -3.16 -7.46  -0.192
O: 6.37 -4.14 3.67  -0.199
O: -8.55 3.49 3.67  -0.176
O: -1.11 0.71 -0.54  -0.188
O: -1.29 -1.53 7.16  -0.171
O: 8.34 7.50 1.88  -0.200
N: 8.21 4.54 1.94  0.012
N: -3.38 -10.35 -0.90  0.057
N: 4.66 6.09 9.26  0.016
N: -2.23 -1.94 -10.05  0.035
N: 2.92 -9.06 -3.05  0.022
N: -6.29 -3.75 4.69  0.035
N: -6.51 -1.70 -4.79  0.012
N: -1.48 5.75 -2.50  0.039
N: 4.60 8.43 -3.48  0.015
N: 1.52 -1.68 0.54  0.037
N: -3.26 0.25 5.93  0.029
N: -4.88 3.92 3.47  0.010
N: 5.33 -1.23 3.14  0.023
N: 8.40 0.00 -0.60  0.026
C: -2.43 7.59 -3.79  -0.225
C: -2.41 0.58 7.05  -0.420
C: -4.14 -9.22 -1.41  -0.490
C: 4.46 3.73 9.52  -0.066
C: -6.23 4.30 3.71  -0.417
C: 4.53 4.84 8.45  -0.401
C: 2.56 4.37 -4.82  -0.106
C: -3.90 5.73 -2.93  -0.056
C: -7.05 -3.63 3.44  -0.431
C: 5.00 -3.67 3.86  -0.183
C: 8.40 1.67 -4.80  -0.110
C: 2.04 4.07 5.79  -0.142
C: -9.39 2.48 3.15  -0.156
C: -1.94 -3.83 -8.59  -0.213
C: 7.16 6.73 1.83  -0.220
C: -3.14 1.68 7.88  -0.064
C: -2.59 -3.33 -9.88  -0.450
C: -5.60 -9.53 -1.40  -0.086
C: -2.17 -0.70 7.85  -0.261
C: 5.29 -8.48 -3.49  -0.222
C: 3.44 7.87 -4.04  -0.455
C: 3.73 6.47 -4.54  -0.185
C: -7.27 3.31 2.99  -0.163
C: -1.28 1.42 0.73  -0.078
C: 3.83 -8.08 -3.66  -0.444
C: 1.86 0.53 -0.16  -0.080
C: -1.00 -2.67 8.00  -0.092
C: 5.03 -2.14 4.28  -0.378
C: 3.28 5.00 7.53  -0.164
C: -3.39 9.40 -5.01  -0.072
C: -7.82 -1.07 -2.79  -0.130
C: -3.88 -7.97 -0.64  -0.221
C: 6.44 -5.46 3.03  -0.077
C: 8.40 -0.08 -2.09  -0.419
C: -6.08 -3.05 2.40  -0.058
C: -2.09 -3.77 -6.21  -0.094
C: -6.52 5.78 3.26  -0.045
C: 8.53 8.31 0.67  -0.053
C: 8.14 -1.59 -2.36  -0.062
C: 6.07 4.61 1.08  -0.092
C: -2.51 6.10 -3.41  -0.469
C: 7.38 5.38 1.07  -0.412
C: -0.39 -0.48 -0.44  -0.219
C: -6.40 -1.32 -3.45  -0.465
C: 3.71 -1.59 5.03  -0.054
C: -9.78 -2.19 -1.74  -0.075
C: 0.87 -0.39 0.47  -0.460
C: 3.57 -6.68 -3.13  -0.061
C: -7.86 -4.84 2.97  -0.242
C: -9.23 -6.67 3.67  -0.093
C: 3.05 8.93 -5.10  -0.056
C: 7.41 0.93 -2.73  -0.185
C: -1.90 -4.02 -11.07  -0.082
C: -2.29 -6.19 -0.50  -0.079
C: -5.56 -0.04 -3.46  -0.065
C: 7.39 -7.66 -4.07  -0.092
H: 4.90 6.94 8.76  0.061
H: -6.84 -4.21 5.41  0.059
H: 9.14 -2.01 -2.47  0.065
H: 7.10 -6.09 3.63  0.075
H: -9.70 -1.82 -0.72  0.076
H: 9.21 -0.49 -0.26  0.069
H: 8.04 -7.37 -4.90  0.086
H: -2.73 1.75 8.89  0.068
H: -2.32 -3.67 -12.01  0.073
H: -5.34 0.38 -2.48  0.071
H: -7.43 3.52 1.93  0.116
H: -7.20 -5.57 2.51  0.118
H: -10.31 -3.14 -1.72  0.075
H: -3.12 -5.52 -0.70  0.077
H: -2.38 -1.31 -9.27  0.074
H: 2.85 -1.28 4.43  0.059
H: 7.83 -8.57 -3.66  0.084
H: 2.18 4.91 5.12  0.086
H: 4.62 9.42 -3.66  0.066
H: 2.06 3.13 5.23  0.091
H: 2.46 5.12 8.24  0.121
H: 7.57 1.93 -2.32  0.115
H: 7.59 8.82 0.46  0.081
H: -4.22 1.79 7.90  0.071
H: 3.26 4.23 -5.64  0.078
H: 0.01 -0.59 -1.45  0.114
H: -1.48 1.03 6.71  0.138
H: -0.81 -3.94 -11.05  0.081
H: -3.57 9.92 -4.07  0.079
H: 0.59 -0.07 1.48  0.127
H: 1.18 4.14 6.46  0.087
H: -2.53 -4.76 -6.08  0.080
H: -2.89 -1.69 -10.77  0.073
H: 9.32 9.02 0.94  0.084
H: -6.91 2.28 3.05  0.108
H: 1.63 4.00 -5.25  0.083
H: 6.41 0.59 -2.45  0.125
H: -3.64 -3.59 -9.97  0.136
H: 6.30 3.60 0.73  0.075
H: 8.20 1.78 -5.86  0.081
H: -2.11 -6.22 0.58  0.081
H: 5.53 4.46 2.01  0.081
H: -2.92 2.67 7.48  0.064
H: -9.71 2.60 2.12  0.082
H: -1.04 -4.07 -6.25  0.075
H: -8.47 -0.67 -3.56  0.114
H: -3.14 -1.14 8.08  0.135
H: -1.39 -5.79 -0.96  0.081
H: 9.43 1.31 -4.70  0.082
H: 4.19 -5.90 -3.57  0.080
H: -6.76 -2.97 1.55  0.071
H: -4.16 -0.11 6.19  0.072
H: -8.49 -7.43 3.43  0.081
H: -5.89 -2.17 -2.99  0.132
H: 7.22 -6.87 -3.34  0.089
H: -4.28 9.66 -5.58  0.078
H: 6.93 -5.46 2.06  0.077
H: -1.58 0.72 1.50  0.085
H: -8.40 -4.65 2.05  0.118
H: 5.44 6.02 9.88  0.056
H: 2.03 0.21 -1.19  0.088
H: -6.12 0.74 -3.97  0.081
H: -4.32 6.33 -2.11  0.083
H: -10.06 -6.73 2.97  0.084
H: -2.28 5.55 -4.32  0.133
H: -0.62 5.74 -3.03  0.072
H: -0.12 -3.18 7.61  0.084
H: -9.56 -7.14 4.60  0.079
H: -1.86 -3.34 7.91  0.086
H: -3.10 -10.96 -1.66  0.072
H: -2.20 -3.09 -5.36  0.084
H: 8.89 5.14 2.38  0.062
H: -5.78 6.42 3.74  0.063
H: 6.03 -1.67 2.56  0.060
H: -9.08 1.44 3.29  0.083
H: 4.37 -4.19 4.58  0.112
H: 6.35 7.28 1.36  0.107
H: -1.01 -1.38 -0.33  0.117
H: -4.62 -0.34 -3.92  0.073
H: 7.57 -2.20 -1.65  0.073
H: 2.86 3.76 -3.97  0.084
H: 2.04 -8.72 -3.39  0.065
H: 2.73 7.72 -3.23  0.140
H: 3.03 -9.91 -3.59  0.064
H: 4.32 5.94 -3.80  0.116
H: 7.61 4.28 2.72  0.060
H: 2.77 0.55 0.44  0.083
H: 5.35 4.68 7.74  0.126
H: -2.08 -4.91 -8.49  0.121
H: -3.89 -8.16 0.43  0.134
H: -5.69 -2.04 -5.26  0.078
H: -2.10 2.09 0.47  0.090
H: 2.14 -1.56 1.33  0.059
H: 3.54 -8.18 -4.71  0.134
H: -0.41 1.93 1.14  0.075
H: -2.78 -0.54 5.52  0.062
H: 7.90 5.30 0.12  0.136
H: -2.48 -9.99 -0.61  0.067
H: 2.21 -1.72 -0.20  0.065
H: -5.19 -3.67 2.31  0.078
H: 3.97 -0.75 5.68  0.060
H: -6.22 -8.77 -1.87  0.079
H: 9.38 0.21 -2.48  0.120
H: 2.36 8.64 -5.89  0.073
H: 2.54 9.78 -4.65  0.074
H: -3.95 -8.97 -2.45  0.140
H: 5.84 -2.09 5.01  0.117
H: 5.10 3.94 10.38  0.068
H: -2.49 9.73 -5.53  0.082
H: -4.26 4.66 3.77  0.067
H: -2.20 -5.07 -11.09  0.072
H: 3.59 -6.65 -2.04  0.082
H: 3.90 9.31 -5.66  0.078
H: 5.33 4.98 0.37  0.074
H: 8.56 1.00 -0.54  0.054
H: 4.61 8.33 -2.48  0.079
H: -1.44 8.01 -3.97  0.113
H: 5.40 -9.57 -3.53  0.121
H: 7.77 -1.73 -3.37  0.066
H: -4.66 -7.23 -0.87  0.122
H: -10.32 -1.56 -2.46  0.076
H: -6.48 5.87 2.18  0.075
H: 5.44 -5.90 3.03  0.080
H: -2.60 8.18 -2.89  0.112
H: -1.64 -0.37 8.74  0.119
H: -5.87 -2.00 2.60  0.075
H: 6.74 6.49 2.81  0.125
H: -4.70 5.79 -3.67  0.075
H: 8.35 2.74 -4.57  0.081
H: 8.91 7.70 -0.16  0.082
H: 3.47 3.59 9.95  0.075
H: -3.94 4.66 -2.77  0.072
H: 3.36 -2.34 5.74  0.056
H: 5.65 -8.19 -2.50  0.119
H: 2.59 -6.28 -3.39  0.068
H: -5.68 -10.42 -2.02  0.078
H: 4.44 -3.68 2.92  0.114
H: 4.66 2.74 9.12  0.073
H: 4.27 6.37 -5.48  0.126
H: -7.47 6.20 3.60  0.072
H: -6.04 -9.73 -0.42  0.082
H: -5.47 -4.33 4.64  0.062
H: -10.37 2.54 3.63  0.082
H: 1.59 1.59 -0.19  0.075
H: -7.79 -2.85 3.58  0.130
H: -4.63 3.07 3.95  0.069
H: 3.49 5.86 6.90  0.116
H: -0.81 -2.52 9.06  0.085
H: -7.86 -0.45 -1.89  0.115
H: -1.67 4.82 -2.16  0.071
H: -7.11 -2.51 -4.78  0.077
H: 5.63 -0.34 3.50  0.064
H: -6.32 4.10 4.78  0.126
H: -0.87 -3.66 -8.65  0.126

HOMO-LUMO gap, Eh: 0.3316
E_HOMO, eV: -8.789
Total charge: 0